Entry 1:
Computed, not measured: a 11-piece molecular cluster, H22O11 overall, with wB97M-V/def2-TZVPD.

Last column: Mulliken charge in e.
Element x y z (Å)
1 H -0.060 -0.714 -0.576  0.304
2 H -1.324 -0.407 0.209  0.391
3 H 1.466 -1.239 -2.774  0.248
4 H 1.977 0.127 -2.345  0.310
5 H -3.048 1.383 1.334  0.313
6 H -2.903 0.179 2.251  0.298
7 H 1.611 -2.656 2.960  0.305
8 H 1.170 -3.353 1.684  0.332
9 H 0.867 3.324 -2.514  0.317
10 H 0.384 2.164 -1.659  0.310
11 H 4.009 0.438 0.118  0.305
12 H 5.194 0.635 -0.813  0.311
13 H -4.565 -0.607 -0.506  0.343
14 H -4.369 -0.622 -2.013  0.294
15 H -2.386 -2.688 -0.441  0.280
16 H -1.816 -1.558 -1.282  0.310
17 H 2.732 -3.254 -0.117  0.288
18 H 2.063 -2.404 -1.184  0.212
19 H 1.244 2.995 0.347  0.354
20 H 1.199 1.998 1.493  0.330
21 H -1.518 3.035 2.572  0.277
22 H -0.140 2.762 1.992  0.343
23 O -0.596 -1.036 0.157  -0.699
24 O 1.164 -0.375 -2.473  -0.592
25 O -3.524 0.606 1.650  -0.610
26 O 0.985 -3.310 2.628  -0.613
27 O 0.427 3.127 -1.680  -0.641
28 O 4.971 0.380 0.090  -0.613
29 O -5.049 -0.528 -1.336  -0.640
30 O -2.437 -1.733 -0.566  -0.574
31 O 1.983 -2.664 -0.260  -0.514
32 O 1.315 2.937 1.307  -0.692
33 O -1.024 3.057 1.745  -0.590

The energy above the lowest of the compared OMol25 structures with the same formula, charge and spin is 90.1 kcal/mol. The value obtained for the lowest unoccupied orbital energy is -0.034 Eh. The multiplicity is 1. The SMILES is O.O.O.O.O.O.O.O.O.O.O.

---

Entry 2:
Computed, not measured: a 2-piece molecular cluster, C6H7B overall, with wB97M-V/def2-TZVPD.

Last column: Mulliken charge in e.
Element x y z (Å)
1 B 0.229 -0.761 0.210  -0.040
2 C 1.294 -2.852 1.003  -0.497
3 C 0.255 -2.325 0.509  0.290
4 C -1.094 -2.081 -0.135  -0.398
5 C -1.272 -0.728 0.079  0.440
6 C 3.295 0.528 -0.486  -0.848
7 C -2.532 0.035 -0.237  -1.061
8 H -1.679 -2.871 -0.592  0.366
9 H 3.519 -0.554 -0.652  0.279
10 H 3.967 1.043 0.203  0.296
11 H 2.791 1.037 -1.319  0.288
12 H -3.215 -0.630 -0.832  0.287
13 H -2.320 0.912 -0.714  0.334
14 H -3.015 0.429 0.740  0.264

The energy above the lowest of the compared OMol25 structures with the same formula, charge and spin is 146.6 kcal/mol. The value obtained for the lowest unoccupied orbital energy (alpha / beta) is -0.023 / -0.003 Eh. The multiplicity is 1.

---

Entry 3:
Computed, not measured: a 2-piece molecular cluster, H6N5O overall, with wB97M-V/def2-TZVPD.

Last column: Mulliken charge in e.
Element x y z (Å)
1 N -0.095 -1.968 -0.561  -0.821
2 N -1.992 0.179 0.533  -1.041
3 N 1.084 1.258 -0.555  -0.617
4 N -0.172 -0.689 -0.596  -0.185
5 N 0.784 0.000 0.037  0.826
6 O 1.722 -0.417 0.818  -0.941
7 H -1.758 -0.740 0.118  0.435
8 H 0.746 -2.272 -0.026  0.243
9 H -1.733 0.926 -0.074  0.261
10 H -0.972 0.195 0.905  0.416
11 H 0.410 1.946 -0.514  0.148
12 H 1.976 1.582 -0.084  0.277

The energy above the lowest of the compared OMol25 structures with the same formula, charge and spin is 30.7 kcal/mol. As for the net charge: -1. The value obtained for the lowest unoccupied orbital energy (alpha / beta) is 0.168 / 0.168 Eh. The multiplicity is 1.

---

Entry 4:
Computed, not measured: C3H4CaO3 as an isolated structure, with wB97M-V/def2-TZVPD.

Last column: Mulliken charge in e.
Element x y z (Å)
1 O 1.373 1.270 -1.765  -0.215
2 Ca -1.641 1.929 1.228  1.827
3 O 0.042 1.465 0.059  -0.790
4 C 0.662 0.593 -0.553  0.770
5 O 0.738 -0.596 -0.580  -0.418
6 C 1.680 0.465 -2.688  0.385
7 C 1.782 0.910 -4.073  -0.991
8 H 2.116 -0.500 -2.391  0.415
9 H 2.805 0.685 -4.416  0.339
10 H 1.124 0.261 -4.674  0.366
11 H 1.538 1.968 -4.199  0.313

The energy above the lowest of the compared OMol25 structures with the same formula, charge and spin is 10.4 kcal/mol. As for the net charge: +2. The value obtained for the lowest unoccupied orbital energy is -0.357 Eh. The multiplicity is 1.

---

Entry 5:
Computed, not measured: a 2-piece molecular cluster, CH3N2O2S overall, with wB97M-V/def2-TZVPD.

Last column: Mulliken charge in e.
Element x y z (Å)
1 C 0.451 0.470 0.422  -0.167
2 N 0.002 -0.255 -0.732  -0.370
3 N -0.373 -0.705 0.610  -0.500
4 O 3.972 -1.389 -0.201  -0.509
5 O 4.346 1.046 -0.328  -0.512
6 S 3.682 -0.064 0.373  0.490
7 H -0.080 1.407 0.644  0.114
8 H -0.833 0.130 -1.195  0.182
9 H 0.205 -1.524 0.829  0.271

The energy above the lowest of the compared OMol25 structures with the same formula, charge and spin is 102.3 kcal/mol. As for the net charge: -1. The value obtained for the lowest unoccupied orbital energy (alpha / beta) is 0.149 / 0.134 Eh. The multiplicity is 1.

---

Entry 6:
Computed, not measured: a 2-piece molecular cluster, C18H41ClN4O3P overall, with wB97M-V/def2-TZVPD.

Last column: Mulliken charge in e.
Element x y z (Å)
1 C 4.650 -0.245 3.636  -0.916
2 C 3.727 -0.804 2.402  -0.534
3 C 2.280 0.020 2.232  -0.266
4 Cl 1.546 -0.557 0.654  0.014
5 C 1.463 -0.192 3.598  -0.029
6 C 1.573 1.237 4.460  -0.926
7 C 0.662 2.367 3.633  -0.565
8 C -0.864 1.771 3.603  -0.462
9 N -0.996 0.455 2.803  0.292
10 C -2.471 0.166 2.749  -0.280
11 C -3.199 -0.197 4.164  0.029
12 O -4.482 -0.637 4.107  -0.458
13 C -0.132 -0.546 3.523  -0.714
14 C -0.333 -2.115 3.126  -0.945
15 O -0.851 -2.408 1.793  -0.102
16 C -1.897 -3.442 1.794  -0.689
17 H 5.325 0.625 3.231  0.277
18 H 4.070 0.004 4.622  0.246
19 H 5.398 -1.132 3.918  0.321
20 H 4.278 -0.775 1.343  0.352
21 H 3.399 -1.929 2.613  0.288
22 H 2.620 1.153 2.067  0.226
23 H 2.012 -0.996 4.285  0.701
24 H 1.197 1.121 5.573  0.303
25 H 2.661 1.672 4.483  0.358
26 H 1.093 2.621 2.575  0.273
27 H 0.633 3.375 4.264  0.385
28 H -1.542 2.621 3.110  0.288
29 H -1.177 1.623 4.745  0.315
30 H -0.691 0.705 1.833  0.451
31 H -2.788 -0.673 1.975  0.134
32 H -2.994 1.161 2.347  0.539
33 H -2.698 -0.137 5.243  0.258
34 H -0.486 -0.479 4.666  0.366
35 H -1.102 -2.596 3.902  0.470
36 H 0.701 -2.662 3.362  0.180
37 H -1.752 -4.264 2.616  0.290
38 H -1.916 -4.001 0.740  0.251
39 H -2.927 -2.869 1.970  0.275
40 O -1.250 1.535 -2.308  -0.814
41 P -1.315 0.729 -3.629  0.823
42 N -0.105 -0.334 -3.065  0.342
43 C 1.074 -0.859 -3.728  -0.844
44 C -0.553 -1.276 -2.035  -1.204
45 N -0.635 2.047 -4.516  0.183
46 C 0.800 2.235 -4.673  -1.097
47 C -1.196 3.366 -4.171  -1.079
48 N -1.391 -0.196 -5.147  -0.010
49 C -2.043 -1.497 -5.086  -1.067
50 C -0.740 0.038 -6.421  -0.839
51 H 0.834 -1.612 -4.487  0.237
52 H 1.752 -1.336 -3.013  0.320
53 H 1.684 -0.088 -4.184  0.215
54 H -1.101 -2.112 -2.477  0.306
55 H -1.214 -0.789 -1.311  0.304
56 H 0.282 -1.683 -1.454  0.329
57 H 1.326 2.266 -3.715  0.275
58 H 1.028 3.163 -5.214  0.397
59 H 1.239 1.463 -5.307  0.286
60 H -0.752 3.769 -3.253  0.325
61 H -2.279 3.300 -4.027  0.358
62 H -1.027 4.091 -4.973  0.328
63 H -1.316 -2.304 -4.959  0.300
64 H -2.632 -1.703 -5.986  0.409
65 H -2.746 -1.537 -4.245  0.312
66 H 0.312 -0.259 -6.401  0.275
67 H -0.817 1.079 -6.748  0.277
68 H -1.212 -0.535 -7.228  0.353

As for the net charge: +1. The value obtained for the lowest unoccupied orbital energy is -0.129 Eh. The multiplicity is 1.

---

Entry 7:
Computed, not measured: a 2-piece molecular cluster, C4H7O3 overall, with wB97M-V/def2-TZVPD.

Last column: Mulliken charge in e.
Element x y z (Å)
1 C -0.884 -0.088 3.394  -0.924
2 C 0.314 0.007 2.365  0.005
3 C 0.090 -0.158 1.059  -0.244
4 O 1.043 -0.488 0.119  -0.509
5 H -0.881 0.621 4.229  0.295
6 H -1.767 -0.177 2.731  0.270
7 H -0.866 -1.112 3.861  0.200
8 H 1.330 -0.046 2.820  0.281
9 H -0.966 -0.165 0.699  0.175
10 H 0.560 -0.466 -0.723  0.469
11 O -0.845 -0.337 -1.780  -0.770
12 C -0.310 0.354 -2.710  0.060
13 O 0.841 0.847 -2.675  -0.681
14 H -0.985 0.483 -3.572  0.371

The energy above the lowest of the compared OMol25 structures with the same formula, charge and spin is 25.0 kcal/mol. As for the net charge: -1. The value obtained for the lowest unoccupied orbital energy is 0.142 Eh. The multiplicity is 1.

---

Entry 8:
Computed, not measured: a 5-piece molecular cluster, C4H18NO5 overall, with wB97M-V/def2-TZVPD.

Last column: Mulliken spin population.
Element x y z (Å)
1 C -0.576 1.948 0.582  0.003
2 C -1.488 0.778 0.127  -0.009
3 C -2.749 1.418 -0.693  0.036
4 N -0.790 -0.005 -0.870  0.252
5 C 0.184 -0.960 -0.172  -0.047
6 O 1.305 -0.276 0.159  0.734
7 H 0.048 2.293 -0.254  0.000
8 H -1.149 2.799 0.973  0.000
9 H 0.154 1.606 1.311  0.008
10 H -1.746 0.220 1.036  -0.001
11 H -2.614 0.860 -1.619  -0.001
12 H -3.712 1.064 -0.397  0.001
13 H -2.578 2.493 -0.771  -0.001
14 H -0.224 0.534 -1.531  -0.002
15 H -0.253 -1.425 0.701  -0.003
16 H 0.436 -1.625 -1.021  0.042
17 H 3.841 0.654 -0.594  0.000
18 H 2.373 0.671 -0.561  -0.002
19 O 3.123 1.140 -1.019  0.002
20 H 2.268 0.052 3.259  0.000
21 H 1.539 -0.486 1.869  -0.014
22 O 1.617 -0.523 2.849  0.001
23 H -0.564 -2.284 -3.380  -0.002
24 H -1.106 -1.084 -2.618  -0.004
25 O -0.970 -1.429 -3.521  0.006
26 H 1.331 -2.129 2.427  0.001
27 H 1.279 -3.243 1.405  0.000
28 O 1.021 -3.063 2.325  0.000

The energy above the lowest of the compared OMol25 structures with the same formula, charge and spin is 14.2 kcal/mol. The value obtained for the lowest unoccupied orbital energy (alpha / beta) is 0.016 / -0.132 Eh. The multiplicity is 2.

---

Maximum force / eV Å⁻¹: 4.02 3.26 5.56 3.31 1.01 9.01 2.51 3.28